51
Properties=species:S:1:pos:R:3 method="wB97M-V/def2-TZVPD" spin_multiplicity=1 gap_ev=8.57 lumo_energy_ev=0.83 e_above_lowest_ev=3.664
C -4.0101 4.7730 0.1796
C -3.3259 4.8578 1.5408
O -1.9167 4.8589 1.4439
C -1.2394 3.7004 1.1771
C -1.8408 2.4464 1.0998
C -1.1150 1.3113 0.8063
C 0.2563 1.3927 0.5760
C 1.0505 0.2267 0.2484
N 0.4927 -0.9184 0.1632
N 1.1760 -2.0460 -0.1393
C 2.4779 -2.2547 -0.4674
O 3.3462 -1.4105 -0.5189
C 2.7509 -3.7355 -0.7409
N 1.5685 -4.4181 -1.2197
C 1.2247 -4.0663 -2.5884
C -0.2509 -4.4109 -2.8352
C -0.6717 -5.5823 -1.9425
C 0.4957 -6.5521 -1.8005
C 1.6481 -5.8629 -1.0588
C 0.8681 2.6396 0.6802
C 0.1556 3.7907 0.9831
O 0.8962 4.9394 0.9954
C 0.5947 5.9862 1.9019
C 0.6476 5.5347 3.3571
H -3.7646 3.8408 -0.3228
H -5.0875 4.8342 0.3075
H -3.6811 5.5969 -0.4488
H -3.5595 5.8174 2.0120
H -3.6720 4.0580 2.2067
H -2.9023 2.3479 1.2625
H -1.6007 0.3514 0.7442
H 2.1124 0.3932 0.0850
H 0.5837 -2.8709 -0.1916
H 3.6095 -3.8060 -1.4286
H 3.0538 -4.1827 0.2118
H 1.3919 -2.9971 -2.7317
H 1.8715 -4.5995 -3.3047
H -0.3874 -4.6712 -3.8858
H -0.8789 -3.5451 -2.6223
H -0.9468 -5.2151 -0.9528
H -1.5390 -6.0876 -2.3688
H 0.8191 -6.8647 -2.7950
H 0.1917 -7.4459 -1.2551
H 1.5843 -6.0713 0.0141
H 2.6123 -6.2575 -1.4229
H 1.9302 2.7421 0.5178
H 1.3772 6.7254 1.7076
H -0.3787 6.4324 1.6785
H 1.6051 5.0639 3.5688
H 0.5214 6.3926 4.0117
H -0.1446 4.8183 3.5615